Record 1
Density functional theory data (the ωB97M-V functional and the def2-TZVPD basis) for C3H7IN2 as an isolated structure at a distorted geometry.

Results
HOMO = -8.229 eV
2S+1 = 1
LUMO energy = 0.690 eV

Each line ends with the Löwdin charge.
Positions of all 13 atoms, in Å:
C  0.034  -0.907  -0.784  -0.073
C  1.367  2.207  -0.038  -0.551
C  0.777  -0.050  0.291  -0.186
N  -0.892  1.567  0.502  0.052
N  0.431  1.421  0.239  -0.432
I  0.714  4.226  0.144  0.669
H  -0.913  -0.585  -1.219  0.073
H  0.615  -0.915  -1.708  0.074
H  -0.014  -1.879  -0.415  0.043
H  1.854  -0.092  0.120  0.096
H  0.720  -0.460  1.352  0.134
H  -1.218  0.731  0.990  0.109
H  -1.235  2.494  0.586  -0.009

---

Record 2
Density functional theory data (the ωB97M-V functional and the def2-TZVPD basis) for a 2-piece molecular cluster, C3H7IN2 overall at a distorted geometry.

Results
HOMO (alpha / beta) = -5.911 / -9.673 eV
2S+1 = 3
LUMO energy (alpha / beta) = 0.855 / -1.767 eV

Each line ends with the Löwdin charge.
Positions of all 13 atoms, in Å:
C  1.334  -1.420  0.372  0.026
C  -1.970  0.505  0.503  -0.099
C  -1.054  0.694  -0.708  -0.246
N  0.372  -0.949  -0.069  -0.127
N  -0.422  -0.607  -0.876  0.027
I  4.789  0.290  -0.291  0.384
H  1.507  -1.716  1.357  0.019
H  3.603  -0.711  -0.612  -0.419
H  -2.686  -0.363  0.342  0.106
H  -1.306  0.260  1.303  0.041
H  -2.214  1.544  0.816  0.086
H  -1.639  1.054  -1.580  0.116
H  -0.315  1.420  -0.557  0.087

---

Record 3
Density functional theory data (the ωB97M-V functional and the def2-TZVPD basis) for C3H7IO2S as an isolated structure at a distorted geometry.

Results
HOMO = -9.742 eV
2S+1 = 1
LUMO energy = -0.877 eV

Each line ends with the Löwdin charge.
Positions of all 14 atoms, in Å:
C  -2.376  0.243  -0.494  -0.120
C  -1.801  -1.065  -0.364  -0.259
C  -0.597  -1.417  0.129  -0.039
O  1.999  2.255  1.344  -0.451
O  4.249  2.478  0.304  -0.432
S  2.907  2.113  0.199  0.696
I  3.479  -1.057  0.007  0.558
H  -1.795  0.970  0.038  0.081
H  -2.377  0.495  -1.497  0.065
H  -3.319  0.326  -0.137  0.046
H  -2.439  -1.902  -0.836  0.126
H  2.053  -0.437  0.362  -0.377
H  -0.031  -2.343  0.135  0.035
H  0.048  -0.659  0.811  0.073

---

Record 4
Density functional theory data (the ωB97M-V functional and the def2-TZVPD basis) for one molecule with the formula C3H7N at a distorted geometry.

Results
HOMO = -7.469 eV
2S+1 = 1
SMILES = C=C(C)N
LUMO energy = 1.107 eV

Each line ends with the Löwdin charge.
Positions of all 11 atoms, in Å:
C  -0.682  -1.279  0.037  -0.022
C  -0.141  -0.029  -0.086  -0.475
C  1.035  0.371  0.786  -0.056
N  -0.485  0.780  -1.139  0.086
H  -1.176  -1.917  -0.697  0.035
H  -0.942  -1.581  1.054  0.039
H  1.009  1.460  0.902  0.067
H  0.755  -0.038  1.754  0.074
H  2.028  0.095  0.461  0.077
H  -0.265  1.746  -1.279  0.088
H  -1.137  0.391  -1.793  0.087

---

Record 5
Density functional theory data (the ωB97M-V functional and the def2-TZVPD basis) for one molecule with the formula C3H7N at a distorted geometry.

Results
HOMO = -8.763 eV
2S+1 = 1
SMILES = CN1CC1
LUMO energy = 1.295 eV

Each line ends with the Löwdin charge.
Positions of all 11 atoms, in Å:
C  -1.477  0.003  0.102  -0.110
N  -0.156  -0.002  -0.515  -0.217
C  0.899  0.749  0.112  -0.178
C  0.915  -0.771  0.116  -0.135
H  -2.098  -0.671  -0.509  0.080
H  -1.377  -0.314  1.158  0.078
H  -1.911  1.010  -0.037  0.085
H  0.692  1.451  0.997  0.123
H  1.656  1.226  -0.542  0.093
H  0.501  -1.267  1.034  0.105
H  1.607  -1.304  -0.471  0.076

---

Record 6
Density functional theory data (the ωB97M-V functional and the def2-TZVPD basis) for a 2-piece molecular cluster, C3H7N overall at a distorted geometry.

Results
HOMO = -9.821 eV
2S+1 = 1
SMILES = C=C.C=N
LUMO energy = 1.124 eV

Each line ends with the Löwdin charge.
Positions of all 11 atoms, in Å:
C  1.101  -0.202  -1.282  -0.086
C  2.002  0.578  -1.857  -0.084
H  0.188  0.127  -0.799  0.018
H  1.248  -1.281  -1.282  0.044
H  1.802  1.621  -2.038  0.038
H  3.030  0.324  -2.065  0.042
C  -2.258  -0.230  1.915  -0.144
N  -1.246  0.310  1.389  0.015
H  -3.278  -0.113  1.562  0.055
H  -2.180  -0.985  2.706  0.060
H  -0.408  -0.150  1.751  0.041

---

Record 7
Density functional theory data (the ωB97M-V functional and the def2-TZVPD basis) for one molecule with the formula C3H7N.

Results
HOMO = -6.861 eV
2S+1 = 1
LUMO energy = 1.016 eV

Each line ends with the Löwdin charge.
Positions of all 11 atoms, in Å:
C  -0.399  0.663  -1.062  -0.040
N  0.026  -0.108  0.117  -0.368
C  -0.592  0.080  1.293  -0.036
C  1.079  -0.926  0.027  -0.034
H  0.218  1.564  -1.144  0.094
H  -1.441  0.972  -0.938  0.088
H  -0.290  0.061  -1.970  0.088
H  0.022  -0.063  2.172  0.050
H  -1.673  0.151  1.355  0.049
H  1.919  -0.674  -0.611  0.055
H  1.131  -1.721  0.760  0.054

---

Record 8
Density functional theory data (the ωB97M-V functional and the def2-TZVPD basis) for one molecule with the formula C3H7N at a distorted geometry.

Results
HOMO = -7.583 eV
2S+1 = 1
SMILES = C/C=C/N
LUMO energy = 0.729 eV

Each line ends with the Löwdin charge.
Positions of all 11 atoms, in Å:
C  -1.455  0.124  0.726  -0.135
C  -0.004  -0.511  0.723  -0.207
C  0.907  0.200  -0.026  -0.217
N  1.574  -0.312  -1.270  0.006
H  -2.140  -0.541  1.423  0.095
H  -1.055  1.150  0.951  0.061
H  -1.977  0.206  -0.271  0.065
H  0.213  -1.505  1.237  0.098
H  1.031  1.340  0.190  0.115
H  0.849  -0.586  -1.957  0.078
H  2.057  0.435  -1.724  0.040

---

Energy above the lowest of the compared OMol25 structures with the same formula, charge and spin
In order: 3.312, 2.636, 1.627, 0.932, 1.397, 1.662, 2.437, 2.941
Unit: eV